# 1
# C3H10N3O

A cluster of 2 separate species, C3H10N3O in total (wB97M-V/def2-TZVPD, OMol25).

Results
gap between HOMO and LUMO (spin up / spin down)	6.64 / 5.63	eV
DFT total energy	-9778.462	eV
total charge	+1
multiplicity	3
energy relative to the best compared isomer or geometry (same formula, charge and spin)	37.5	kcal/mol

Cartesian coordinates (Å):
C: -1.803738 0.458663 -0.513958
C: 0.791386 -1.504598 0.618465
C: 1.169168 -0.280908 -0.103285
N: -1.949319 1.002244 0.732662
N: 1.848049 0.597356 0.487464
N: 0.554546 0.045338 -1.249350
O: -2.153428 -0.685246 -0.765401
H: 1.402212 -2.273393 0.243581
H: -0.196155 -1.846379 0.345365
H: 0.724135 -1.465879 1.776638
H: -1.683110 1.980845 1.049154
H: -2.743702 0.469005 1.164798
H: 2.002198 1.416234 -0.097264
H: 2.347309 0.717959 1.263582
H: -1.328259 1.156330 -1.265136
H: 1.051083 0.712707 -1.748376
H: -0.032375 -0.500279 -1.938943

Cartesian forces, eV/Å:
-0.327 0.177 0.892
-1.365 -0.202 1.578
-2.713 -8.701 1.784
-0.917 0.053 0.084
1.730 8.002 -2.639
-2.446 0.653 -3.930
0.429 1.281 -0.414
1.138 -1.509 0.340
-0.584 0.103 -0.197
0.653 0.177 -1.964
-0.837 -1.926 -0.966
1.317 1.119 0.343
0.275 0.264 0.332
1.985 -0.788 4.253
-0.132 -0.457 0.235
1.119 1.808 -1.592
0.676 -0.054 1.861

---

# 2
# C2H11NO4

A cluster of 4 separate species, C2H11NO4 in total (wB97M-V/def2-TZVPD, OMol25).

Results
gap between HOMO and LUMO (spin up / spin down)	7.18 / 2.71	eV
DFT total energy	-11922.369	eV
total charge	+1
multiplicity	2
energy relative to the best compared isomer or geometry (same formula, charge and spin)	48.3	kcal/mol

Cartesian coordinates (Å):
C: 1.154531 0.411470 2.805468
N: -0.206481 0.773238 2.905263
C: -0.656495 2.133967 2.943057
O: 1.436692 -0.417407 1.986511
H: 1.862738 0.857627 3.448970
H: -0.872428 0.097668 2.489448
H: -0.211275 2.656779 3.777621
H: -0.384080 2.621438 1.984617
H: -1.747699 2.156539 2.891110
H: -0.235974 -0.430775 -3.619438
H: 0.638983 -1.538978 -2.997466
O: 0.278883 -1.220333 -3.826579
H: -0.257841 -1.325023 1.601451
H: -0.912125 -2.592190 1.073275
O: -1.080859 -1.652608 1.228312
H: -0.327097 -1.023328 -6.530403
H: 1.016723 -0.951408 -5.723798
O: 0.503805 -0.556675 -6.437420

Cartesian forces, eV/Å:
0.137 -1.103 -0.418
-0.875 0.371 -0.874
-0.517 -0.278 -0.426
-0.331 0.089 0.095
0.712 1.006 0.829
0.106 -0.061 0.145
0.110 0.314 0.160
0.398 -0.031 0.175
0.116 -0.074 0.520
0.133 -0.114 -0.091
-0.005 -0.017 0.171
-0.069 -0.007 0.195
0.391 -0.625 -0.528
-0.220 0.110 0.036
-0.023 0.293 0.305
0.084 -0.301 0.254
-0.529 -0.166 -0.023
0.381 0.595 -0.525

---

# 3
# C15H18N8O2W

A structure of composition C15H18N8O2W (wB97M-V/def2-TZVPD, OMol25).

Results
gap between HOMO and LUMO (spin up / spin down)	3.37 / 2.65	eV
DFT total energy	-33630.312	eV
total charge	+4
multiplicity	3
energy relative to the best compared isomer or geometry (same formula, charge and spin)	10.0	kcal/mol

Cartesian coordinates (Å):
N: 1.961175 3.181170 0.208315
C: 1.241436 4.085764 0.088972
C: 0.436500 5.284473 -0.096939
H: -0.626277 5.044604 -0.217902
H: 0.787556 5.829259 -0.979127
H: 0.540850 5.949123 0.763335
N: 2.933000 -1.213447 0.517807
C: 3.660381 -1.971689 0.026350
C: 4.530050 -2.910513 -0.664114
H: 5.024308 -2.384298 -1.500328
H: 3.913942 -3.740132 -1.053869
H: 5.293438 -3.307379 0.026598
N: -2.166980 -1.744385 -1.217515
C: -3.184319 -2.124148 -0.768719
C: -4.445629 -2.463649 -0.177309
H: -4.319623 -3.155445 0.669702
H: -5.085030 -2.947128 -0.934430
H: -4.949877 -1.550940 0.186264
W: -1.174985 0.011008 -2.059561
C: -0.213605 -1.669744 1.710527
O: -0.553764 -2.217723 2.663156
C: 1.618000 0.987842 2.403364
O: 1.691829 2.011537 2.906431
C: -0.038526 1.346700 -3.023007
C: -1.398105 1.447495 -3.464631
C: -2.134240 0.286725 -3.844055
C: -1.519115 -1.000635 -3.807294
C: -0.142124 -1.099074 -3.436342
C: 0.589780 0.055803 -3.008797
H: 0.510810 2.219696 -2.685759
H: -1.888212 2.412715 -3.457476
H: -3.178207 0.371799 -4.132237
H: -2.066398 -1.888683 -4.112256
H: 0.346897 -2.063290 -3.457522
H: 1.618168 -0.035873 -2.692833
N: -1.612985 1.404221 4.361672
N: -1.615366 1.449132 2.976467
N: -2.645466 2.045694 2.340345
C: -2.398463 1.661716 1.075542
N: -1.357734 0.835120 0.946387
N: -0.847635 0.684780 2.218825
H: -0.667873 1.340169 4.718625
H: -2.130631 2.200396 4.715295
H: -2.994847 1.995333 0.233944

Cartesian forces, eV/Å:
-1.343 0.703 -0.350
1.058 -0.869 0.051
-0.174 0.356 -0.033
0.218 0.048 0.009
-0.054 -0.087 0.117
0.033 -0.078 -0.032
0.383 -0.651 -0.632
-0.689 0.731 0.370
0.211 -0.222 -0.177
-0.105 -0.321 0.397
0.406 0.287 0.186
-0.296 0.151 -0.321
-1.271 0.689 0.837
1.120 0.735 -0.152
-0.370 -0.415 -0.029
0.134 0.046 -0.172
0.096 0.051 0.144
0.224 -0.186 -0.175
-3.642 -4.611 11.422
-0.844 -2.338 2.440
1.078 1.536 -2.653
0.481 2.253 1.025
-0.047 -2.118 -0.828
0.501 2.330 -0.883
0.173 1.747 -2.909
-0.730 1.403 -1.859
0.749 -0.799 -1.589
1.653 -0.296 -2.737
1.634 -1.047 -1.806
0.089 0.128 -0.003
-0.089 0.203 -0.082
-0.098 0.089 0.099
-0.110 0.003 0.372
0.111 -0.240 0.263
0.326 -0.080 0.318
1.001 0.925 -3.638
-2.261 0.436 1.446
0.836 -0.396 -0.893
-0.981 1.123 1.699
1.528 -0.261 2.387
-0.530 -0.528 -3.050
0.647 -0.732 0.585
-0.907 0.215 0.533
-0.150 0.084 0.306

---

# 4
# B6CuF24

A structure of composition B6CuF24 (wB97M-V/def2-TZVPD, OMol25).

Results
gap between HOMO and LUMO (spin up / spin down)	10.20 / 9.04	eV
DFT total energy	-113951.747	eV
total charge	-4
multiplicity	2
energy relative to the best compared isomer or geometry (same formula, charge and spin)	0.0	kcal/mol

Cartesian coordinates (Å):
Cu: 0.098355 -0.108768 -0.324784
B: -1.500665 1.306805 -2.996685
F: -2.884473 1.185762 -3.216074
F: -0.796677 0.411946 -3.815034
F: -1.113584 2.626500 -3.315138
F: -1.224111 1.047189 -1.606579
B: 1.356728 -0.209554 3.335977
F: 2.262122 0.845859 3.625558
F: 0.277902 -0.124273 4.239339
F: 0.921547 -0.102279 1.986278
F: 2.012425 -1.442380 3.531488
B: 2.777017 -1.962373 -0.858478
F: 1.677460 -1.480740 -0.071912
F: 3.913668 -1.166556 -0.652676
F: 3.052142 -3.288735 -0.447961
F: 2.448829 -1.974171 -2.224812
B: -2.738790 0.873239 1.873341
F: -2.797775 -0.264288 2.690471
F: -4.002441 1.039001 1.236406
F: -2.519661 2.029258 2.670276
F: -1.715179 0.765953 0.895337
B: -1.603130 -2.180006 -0.655545
F: -2.762585 -1.433093 -0.693674
F: -0.892652 -1.966268 0.564516
F: -1.883745 -3.549092 -0.811662
F: -0.707671 -1.703428 -1.665000
B: 1.680073 2.191410 -0.654620
F: 1.590930 0.959784 -1.395406
F: 0.565469 2.149683 0.211541
F: 2.883576 2.227034 0.056475
F: 1.624896 3.296578 -1.510962

Cartesian forces, eV/Å:
0.160 0.041 0.254
0.080 0.094 -0.252
-0.005 -0.062 -0.005
-0.116 0.068 0.114
-0.039 -0.070 0.108
0.277 -0.180 -0.172
-0.086 0.236 -0.066
0.025 -0.089 0.008
0.083 -0.032 -0.119
-0.027 0.045 0.399
0.107 -0.110 0.032
0.477 -0.240 -0.452
-0.257 0.368 -0.283
-0.179 -0.115 0.062
-0.022 0.063 0.062
-0.051 0.058 0.247
-0.271 0.115 0.112
0.025 0.105 -0.091
0.109 -0.003 -0.021
0.032 -0.114 -0.071
-0.060 -0.133 0.263
-0.283 -0.186 0.168
-0.066 -0.262 -0.012
-0.144 0.377 -0.325
0.131 0.019 -0.128
-0.012 -0.080 0.051
0.200 0.569 0.477
-0.227 -0.276 0.038
0.343 -0.029 -0.175
-0.177 -0.019 -0.167
-0.024 -0.158 -0.056

---

# 5
# C5H8OS

A structure of composition C5H8OS (wB97M-V/def2-TZVPD, OMol25).

Results
gap between HOMO and LUMO	8.82	eV
DFT total energy	-18195.056	eV
multiplicity	1
energy relative to the best compared isomer or geometry (same formula, charge and spin)	51.8	kcal/mol

Cartesian coordinates (Å):
C: 0.720965 0.880969 0.550255
C: 2.014830 0.424797 -0.186465
C: -0.296199 -0.147478 0.153542
C: -1.505311 -0.439754 1.081619
C: -0.677138 -0.295235 -1.272376
O: 0.564048 1.786175 1.364791
S: 1.653122 -1.331953 0.278990
H: 2.133472 0.343441 -1.252342
H: 2.846235 0.924183 0.221321
H: -2.405360 -0.327298 0.484441
H: -1.364096 0.389062 1.868395
H: -1.297236 -1.361994 1.461787
H: -1.386601 -1.111491 -1.194499
H: 0.252674 -0.216085 -1.915990
H: -1.253409 0.482658 -1.643474

Cartesian forces, eV/Å:
0.038 1.258 -0.657
-1.094 -0.674 0.869
0.596 -0.841 1.077
2.263 4.495 -0.447
2.216 -0.465 -0.026
0.552 -1.821 -1.314
-1.819 1.308 0.496
-0.565 0.880 -0.456
1.215 0.196 0.712
-0.207 -0.207 0.397
-0.855 -1.455 -0.810
-0.203 -2.602 1.311
0.635 -0.892 -1.311
-1.395 -1.242 0.334
-1.378 2.062 -0.176

---

# 6
# C17H21N4S2

A cluster of 3 separate species, C17H21N4S2 in total (wB97M-V/def2-TZVPD, OMol25).

Results
gap between HOMO and LUMO	6.87	eV
DFT total energy	-45589.185	eV
total charge	+1
multiplicity	1

Cartesian coordinates (Å):
C: 2.120989 -0.905199 3.416873
N: 1.619890 -0.083292 4.598782
C: 0.595083 0.907771 4.176259
N: -0.729648 0.315074 3.825349
C: -1.122645 -1.051879 4.018364
C: -2.488893 -1.668577 3.609876
S: -2.810629 -3.489997 3.890119
C: -3.542474 -0.720133 2.952018
C: -3.130380 0.783073 2.778211
C: -1.709498 1.229957 3.227028
S: -1.309616 3.033479 2.922770
H: 1.642429 -1.950546 3.557340
H: 1.625198 -0.465357 2.482726
H: 3.256169 -0.960651 3.359630
H: 2.449632 0.497277 4.843726
H: 1.038787 1.559854 3.336380
H: 0.418534 1.602879 5.081746
H: -0.343552 -1.761063 4.477577
H: -1.936425 -4.107978 2.976100
H: -4.556487 -1.116118 2.611980
H: -3.906809 1.485338 2.323336
H: -0.600685 3.103659 1.709230
N: 1.086292 3.056813 -0.140466
C: 1.514742 3.901829 -1.092952
C: 1.504474 3.606606 -2.446145
C: 1.028326 2.365386 -2.844028
C: 0.580979 1.471493 -1.881142
C: 0.628725 1.862606 -0.553849
H: 1.880594 4.857484 -0.732457
H: 1.860078 4.328188 -3.170755
H: 1.005829 2.097399 -3.894553
H: 0.203238 0.493627 -2.155993
H: 0.286555 1.199778 0.235922
N: 0.202743 -1.911564 -3.671806
C: 0.630659 -1.071675 -4.628201
C: 0.619074 -1.371878 -5.980381
C: 0.141510 -2.614112 -6.372346
C: -0.305349 -3.502768 -5.404910
C: -0.255965 -3.106208 -4.078458
H: 0.997606 -0.115050 -4.271752
H: 0.974596 -0.653521 -6.708520
H: 0.117512 -2.887112 -7.421625
H: -0.683873 -4.480560 -5.675189
H: -0.597314 -3.764330 -3.285817

Cartesian forces, eV/Å:
-1.697 -0.690 -0.003
0.581 0.581 -1.240
1.963 1.142 1.344
-4.129 -0.988 -1.697
-1.522 -0.047 -0.773
0.858 3.629 -1.190
0.810 1.300 -0.760
3.899 1.180 1.453
2.298 -3.285 1.795
-2.076 -1.534 -1.456
-0.061 -1.180 0.049
1.267 1.463 -0.479
1.205 -0.670 0.832
-1.684 0.096 0.059
-1.134 -0.456 0.288
-1.400 -1.060 0.789
0.122 -1.048 -1.492
-1.271 1.508 -0.688
-0.723 1.105 0.765
1.637 0.646 0.541
1.671 -0.830 0.769
-0.422 -0.784 0.914
-0.250 -0.254 -0.464
-0.096 -0.106 0.528
-0.042 -0.178 -0.021
0.013 0.039 -0.005
-0.011 -0.033 -0.073
0.215 0.526 0.160
-0.015 -0.023 -0.076
-0.009 -0.021 0.078
-0.012 0.056 0.073
0.024 -0.003 0.045
-0.021 -0.092 -0.067
-0.029 -0.062 -0.576
-0.181 -0.337 0.441
-0.033 -0.090 -0.009
-0.010 -0.039 -0.089
0.056 0.117 -0.079
0.152 0.439 0.320
0.040 -0.037 -0.099
-0.009 -0.031 0.054
0.003 0.022 0.078
0.018 0.053 0.042
0.005 -0.025 -0.080

---

Which value of DFT total energy does entry 2 give?
-11922.369 eV